ORCA calculation (ωB97M-V/def2-TZVPD) on a single C4H7NO molecule.

Atoms and positions in Å:
N: 2.767 -0.912 -0.166
C: 1.935 -0.133 0.088
C: 0.910 0.927 0.232
C: -0.471 0.743 -0.375
C: -1.285 -0.440 0.268
O: -2.689 -0.478 -0.141
H: 0.848 1.202 1.285
H: 1.410 1.815 -0.237
H: -0.369 0.523 -1.451
H: -1.056 1.634 -0.227
H: -0.846 -1.362 -0.055
H: -1.181 -0.427 1.350
H: -3.197 0.237 0.339

Forces on the atoms, in the same order (eV/Å):
-1.6965 1.5162 0.7323
0.8826 -1.4533 -0.9625
1.1865 1.1588 0.0325
-0.5604 -1.9323 -0.1489
-0.4520 1.0184 -0.5671
0.5711 1.2241 1.0333
-0.0884 -0.1778 0.1404
-0.5194 -0.6059 0.2656
-0.1981 0.3090 0.3680
-0.0229 0.5590 -0.0872
0.0402 -0.6344 -0.3057
-0.1796 0.2000 0.2621
1.0368 -1.1819 -0.7629

Its HOMO-LUMO gap is 11.4 eV. The calculation puts the lowest unoccupied orbital energy at 0.625 eV. As for the relative energy (zero: lowest compared OMol25 entry of this formula, charge and spin): 132.61 kJ/mol. The spin multiplicity is 1.